Record 1
A molecular structure, C48H42AgBrF5INOP2S at a distorted geometry. Source: the OMol25 dataset; level of theory: the ωB97M-V functional and the def2-TZVPD basis.

Positions of all 103 atoms, in Å:
I  3.3487  -2.4628  0.8727
Ag  -0.1190  -0.1846  0.6158
Br  5.8969  -4.5868  2.0439
S  1.1059  0.2118  2.8936
P  -1.5213  0.2086  -1.7178
P  -0.0133  -2.1487  -1.1131
F  -1.7232  -0.8407  2.8995
F  -0.4986  1.8694  7.4204
F  1.3615  1.5952  5.5130
F  -3.5501  -0.6193  4.8431
F  -2.9677  0.7769  7.1223
O  -0.8703  2.0087  0.1476
N  -1.0537  -1.3929  -2.2643
C  1.8011  1.6674  -3.6745
C  -0.7540  2.5355  -3.0483
C  -0.6875  4.1793  3.6902
C  0.1032  3.3589  -3.7564
C  -3.7834  0.3744  -5.1886
C  -0.3478  1.2609  -2.6546
C  0.2241  -3.7280  -2.0466
C  -1.6446  -3.9318  2.1679
C  -2.7146  0.3595  -4.3081
C  0.3612  3.4556  1.6259
C  -2.6056  -2.4243  0.0373
C  -5.0854  0.3311  -4.7055
C  -3.4724  -2.8780  1.0210
C  1.0961  -3.6823  -3.1343
C  1.3814  2.9223  -4.0818
C  -3.6803  3.3663  0.3295
C  -1.2429  -2.6993  0.1298
C  -0.7699  -3.4555  1.2065
C  -3.5968  1.0538  1.3233
C  3.3785  -3.3764  2.7696
C  -0.2429  -6.0334  -2.5720
C  0.1542  1.0658  5.3000
C  -3.3680  2.5406  1.5886
C  4.4292  -4.7573  4.4442
C  -5.3087  0.2682  -3.3399
C  2.3018  -3.7520  4.8885
C  -0.8202  2.7539  1.2401
C  -0.7922  1.2027  6.2932
C  2.3041  -3.1850  3.6238
C  4.4322  -4.1880  3.1791
C  -1.8720  3.5980  3.2717
C  0.9418  0.8412  -2.9609
C  3.3690  -4.5311  5.3059
C  -0.1024  0.3788  4.1048
C  -0.4298  -4.9225  -1.7614
C  -2.0506  0.6448  6.1515
C  1.2734  -4.7883  -3.9500
C  -4.2348  0.2607  -2.4586
C  -2.3440  -0.0459  4.9913
C  -1.3875  -0.1685  4.0067
C  0.4028  4.1319  2.8358
C  2.2599  2.3286  0.2856
C  -1.9735  2.9213  2.0639
C  -2.9967  -3.6306  2.0839
C  1.0845  4.4066  -0.5393
C  1.5529  3.6219  0.6914
C  -2.9274  0.3087  -2.9300
C  0.5957  -5.9667  -3.6740
H  -4.6475  3.0851  -0.1000
H  -1.0911  -4.9890  -0.9092
H  -1.7499  2.8758  -2.7907
H  -6.3223  0.2275  -2.9605
H  3.1246  2.5532  -0.3474
H  -1.2708  -4.5277  2.9914
H  -3.7036  4.4288  0.5778
H  3.3788  -4.9791  6.2910
H  1.2896  -0.1310  -2.6316
H  -2.7531  3.6744  3.9039
H  2.6073  1.7953  1.1704
H  -4.0707  2.8452  2.3719
H  -3.3771  0.4550  2.2078
H  -4.6446  0.8776  1.0562
H  1.3235  4.6286  3.1269
H  0.6303  5.3492  -0.2274
H  0.7201  -6.8313  -4.3138
H  -1.7050  0.3977  -4.6984
H  -0.7676  -6.9517  -2.3387
H  1.9404  -4.7329  -4.8013
H  -2.9017  3.1969  -0.4151
H  -3.6010  0.4219  -6.2554
H  1.6469  -2.7698  -3.3423
H  1.4526  -3.5717  5.5354
H  -4.4121  0.2260  -1.3894
H  -0.6298  4.7002  4.6388
H  1.4825  -2.5539  3.3131
H  -2.9538  0.7157  0.5144
H  -0.6799  -1.4175  -3.2079
H  -4.5270  -2.6404  0.9544
H  2.0482  3.5606  -4.6480
H  2.2872  4.2300  1.2306
H  -3.6767  -3.9692  2.8551
H  2.8042  1.3286  -3.9037
H  1.9156  4.6161  -1.2200
H  5.2570  -5.3867  4.7411
H  0.2891  -3.6881  1.2682
H  1.5877  1.6866  -0.2813
H  0.3369  3.8180  -1.0668
H  -0.2177  4.3523  -4.0445
H  -2.9818  -1.8735  -0.8117
H  -5.9206  0.3484  -5.3947

Forces on the atoms, in the same order (eV/Å):
I -0.1 -0.1 0.4
Ag 0.3 0.7 0.8
Br 0.0 0.0 0.1
S 0.3 -0.4 -0.7
P -0.1 -0.5 -1.2
P -0.4 -0.5 -0.1
F -0.1 -0.3 -0.1
F 0.0 0.0 0.0
F 0.1 0.1 0.0
F 0.0 0.0 0.0
F 0.0 0.0 0.1
O 0.2 0.3 0.4
N 0.2 0.4 0.1
C 0.1 0.0 0.0
C 0.1 0.0 0.0
C 0.0 0.1 0.1
C 0.0 0.0 0.0
C 0.0 0.0 0.0
C 0.0 0.1 0.1
C 0.3 0.1 0.1
C 0.0 0.0 0.0
C 0.0 0.0 0.0
C 0.1 0.0 -0.1
C 0.1 -0.2 0.1
C 0.0 0.0 0.0
C -0.1 0.0 0.0
C 0.0 0.0 0.0
C 0.0 0.0 0.0
C -0.1 -0.1 0.1
C -0.1 -0.3 0.0
C 0.0 0.1 -0.1
C 0.0 0.1 0.2
C 0.3 -0.1 -0.4
C 0.0 0.0 0.0
C -0.1 -0.2 -0.3
C 0.2 0.0 -0.4
C 0.1 -0.1 0.0
C -0.1 0.0 0.0
C -0.1 0.0 0.0
C -0.1 0.1 0.0
C -0.1 0.0 0.1
C -0.1 0.2 0.0
C 0.0 0.0 0.0
C 0.0 0.0 0.1
C -0.1 0.0 0.0
C 0.0 0.0 0.0
C -0.5 0.1 0.4
C 0.0 0.1 0.0
C 0.1 0.1 -0.1
C 0.0 0.0 -0.1
C 0.1 0.0 0.1
C 0.0 0.0 0.1
C 0.4 0.3 0.0
C 0.0 -0.1 0.1
C 0.1 0.1 0.1
C -0.1 0.0 0.0
C 0.0 0.0 0.0
C 0.2 0.0 0.1
C -0.3 -0.2 -0.1
C -0.1 0.2 0.2
C 0.0 0.0 0.0
H 0.0 0.0 0.0
H -0.1 0.0 0.0
H 0.0 0.1 0.0
H 0.0 0.0 0.0
H 0.0 0.0 0.0
H 0.0 0.0 0.0
H 0.0 0.0 -0.1
H 0.0 0.0 0.0
H 0.0 0.0 0.0
H 0.0 0.0 -0.1
H 0.0 -0.1 0.0
H 0.1 0.0 0.0
H -0.1 0.0 -0.1
H 0.0 0.0 -0.1
H 0.0 0.0 0.0
H 0.0 0.0 -0.1
H 0.0 0.0 0.0
H 0.0 0.0 0.0
H 0.0 0.0 0.0
H 0.0 0.0 0.0
H 0.0 0.0 0.0
H 0.0 0.0 0.0
H 0.0 0.0 0.0
H 0.0 0.0 0.0
H 0.0 0.0 0.0
H 0.0 0.0 0.0
H 0.0 0.1 0.0
H 0.0 -0.1 0.0
H -0.1 -0.2 -0.1
H 0.0 0.0 0.0
H 0.0 0.0 0.0
H 0.0 0.0 0.0
H 0.0 0.0 0.0
H 0.0 0.0 0.0
H 0.0 0.0 0.0
H 0.0 0.0 0.0
H 0.0 0.0 0.1
H 0.0 0.0 0.0
H 0.0 0.0 0.0
H 0.0 0.0 0.0
H -0.1 0.0 0.0
H 0.0 0.0 0.0

For the frontier orbital gap, the calculation gives 0.2220 Eh. The LUMO energy comes out at 2.0 eV. The total charge is -1.

***

Record 2
A molecular structure, C48H42BCl3N7P2SiZr at a distorted geometry. Source: the OMol25 dataset; level of theory: the ωB97M-V functional and the def2-TZVPD basis.

Positions of all 105 atoms, in Å:
Zr  0.7440  0.0900  0.1741
Cl  4.7507  2.3192  0.3721
Cl  3.6991  -0.3452  1.7719
Cl  4.6477  -0.3679  -1.4239
P  -1.1483  -2.2948  -0.1077
P  0.9423  2.6490  -1.5593
Si  3.5227  0.7242  -0.0605
N  -1.4469  0.8385  -0.1681
N  -2.1728  1.7397  0.5392
N  -0.3659  2.5877  2.1326
N  0.7091  1.8472  1.7315
N  0.5075  -1.0267  2.2969
N  1.7853  -2.1025  0.1761
N  0.6390  -0.4426  -1.9288
C  -4.8861  -1.2199  0.9991
C  -1.3770  -5.0221  2.9240
C  -1.8158  5.0226  -4.4298
C  2.4168  -2.6114  -0.8689
C  -3.5198  -1.4303  0.9398
C  -1.0306  -6.2249  2.3245
C  1.7731  2.3704  2.3639
C  0.0364  3.5185  3.0015
C  1.8377  4.7039  0.0269
C  1.2747  -2.8194  3.7295
C  -0.1944  3.6167  -2.6360
C  2.6580  5.7628  0.3790
C  3.1349  -3.8132  -0.8137
C  -5.6926  -1.6345  -0.0531
C  1.4008  3.4222  3.1821
C  -2.9464  -2.0634  -0.1627
C  -0.5455  -2.7201  -1.7739
C  -0.0959  -1.3673  -3.8749
C  -2.1680  0.5721  -1.2702
C  -0.0231  -1.5359  -2.5272
C  0.5616  -0.1466  -4.1873
C  -0.6995  5.6293  -3.8742
C  -0.1095  -1.0800  4.6112
C  -0.7035  -6.2521  0.9788
C  -3.7603  -2.4802  -1.2083
C  -5.1306  -2.2628  -1.1528
C  0.1081  4.9350  -2.9864
C  0.6028  -2.2308  4.8116
C  3.7826  6.0521  -0.3833
C  -0.1200  -0.5009  3.3373
C  -1.3145  3.0195  -3.2019
C  -2.1190  3.7136  -4.0936
C  2.5490  -3.9670  1.5040
C  1.7817  1.6423  -2.8428
C  2.1370  3.9199  -1.0846
C  4.0822  5.2846  -1.4982
C  -1.0420  -3.8621  0.8309
C  2.0005  -4.0537  3.8580
C  1.1945  -2.1857  2.4880
C  3.1993  -4.4920  0.3710
C  1.0063  0.3792  -3.0153
C  2.6003  -4.6102  2.7882
C  -3.3180  1.9957  -0.0928
C  -3.3631  1.2653  -1.2635
C  -0.7158  -5.0797  0.2341
C  1.8569  -2.7678  1.3583
C  3.2600  4.2234  -1.8480
C  -1.3807  -3.8530  2.1824
B  -1.8740  2.2152  1.9749
H  -0.4518  6.6508  -4.1293
H  -2.5002  3.2233  2.1644
H  2.3377  -2.0527  -1.7921
H  3.6304  -4.1694  -1.7051
H  2.4190  6.3657  1.2443
H  -1.3030  -3.2265  -2.3746
H  -0.5603  -2.0540  -4.5638
H  -0.4522  -7.1878  0.4990
H  2.0421  -4.5270  4.8290
H  -4.1319  1.2525  -2.0124
H  2.0378  4.0309  3.7952
H  0.7080  0.2895  -5.1606
H  -0.6648  0.4148  3.1730
H  4.4228  6.8797  -0.1099
H  0.9531  4.4932  0.6147
H  3.1406  -5.5432  2.8750
H  -1.7713  -0.0674  -2.0403
H  -2.8940  -1.0602  1.7455
H  -1.6667  -2.9254  2.6666
H  0.6501  -2.6969  5.7870
H  -0.6918  4.1816  3.4340
H  -1.5558  1.9977  -2.9679
H  0.9662  5.4371  -2.5647
H  -0.4814  -5.1385  -0.8182
H  -1.0272  -7.1392  2.9023
H  -3.3446  -2.9692  -2.0787
H  3.7475  -5.4215  0.4555
H  -0.6481  -0.5939  5.4103
H  0.2512  -3.4549  -1.6155
H  2.8174  1.4449  -2.5587
H  -2.1960  1.3555  2.7686
H  -5.3178  -0.7198  1.8543
H  -5.7573  -2.5883  -1.9707
H  4.9550  5.5070  -2.0961
H  -2.4425  5.5690  -5.1210
H  -1.6480  -4.9938  3.9705
H  1.8018  2.1762  -3.7958
H  -4.0157  2.6880  0.3438
H  -6.7600  -1.4643  -0.0146
H  -2.9823  3.2251  -4.5245
H  3.5031  3.6420  -2.7281
H  2.7581  1.9771  2.2081

Forces on the atoms, in the same order (eV/Å):
Zr -1.1 0.0 -0.1
Cl 0.0 0.2 -0.1
Cl 0.4 -0.2 0.3
Cl 0.1 0.0 -0.1
P 0.3 0.2 0.1
P 0.1 -0.3 0.1
Si -0.2 -0.3 0.2
N 0.0 0.2 0.0
N 0.1 -0.1 0.1
N 0.0 -0.2 -0.1
N -0.1 0.1 0.0
N 0.3 0.0 0.0
N 0.2 0.3 0.0
N 0.0 -0.1 -0.6
C 0.0 0.0 -0.1
C 0.0 0.0 0.0
C 0.0 0.0 0.0
C 0.0 -0.1 0.0
C 0.0 0.1 0.0
C 0.0 0.0 0.0
C 0.0 -0.1 0.0
C -0.1 0.0 0.0
C 0.0 -0.1 0.0
C 0.1 -0.1 0.1
C 0.1 0.1 0.1
C 0.1 0.0 0.0
C -0.1 0.1 0.0
C 0.0 0.0 0.0
C 0.0 0.0 0.0
C 0.0 0.1 0.1
C 0.0 -0.2 -0.1
C 0.0 0.0 -0.1
C 0.1 -0.1 0.0
C 0.0 0.2 0.3
C 0.0 -0.1 0.0
C 0.0 0.0 0.0
C 0.0 0.0 -0.1
C 0.0 0.1 0.0
C 0.0 0.0 0.0
C 0.1 0.0 0.0
C -0.1 0.0 0.1
C 0.0 0.0 0.0
C 0.0 0.0 0.1
C 0.0 -0.1 0.1
C 0.0 -0.1 -0.1
C 0.0 0.0 0.0
C 0.1 -0.2 0.1
C -0.1 0.0 -0.2
C 0.0 0.1 -0.1
C -0.1 -0.1 0.0
C -0.1 -0.2 -0.2
C -0.1 0.1 -0.1
C 0.0 0.1 -0.1
C 0.0 0.0 0.1
C 0.0 0.0 0.4
C 0.0 0.1 -0.1
C 0.0 0.1 0.0
C 0.0 -0.1 0.1
C 0.0 0.0 0.1
C -0.1 0.1 0.0
C 0.0 0.1 -0.1
C -0.1 0.0 0.0
B 0.0 0.1 -0.1
H 0.0 0.0 0.0
H 0.0 0.0 0.0
H 0.1 0.0 0.0
H 0.0 0.0 0.0
H 0.0 0.0 0.0
H 0.0 0.0 0.0
H 0.0 0.0 0.0
H 0.0 0.0 0.0
H 0.0 0.0 0.0
H -0.1 0.0 0.0
H 0.0 0.0 0.0
H 0.0 0.0 -0.1
H 0.0 0.0 0.0
H 0.0 0.0 0.0
H 0.0 0.0 0.0
H 0.0 0.0 0.0
H 0.0 -0.1 0.0
H 0.0 0.0 0.0
H 0.0 0.0 0.0
H 0.0 0.0 0.0
H 0.0 0.1 0.0
H 0.0 0.0 -0.1
H 0.0 0.0 0.0
H 0.0 0.0 -0.1
H 0.0 0.0 0.0
H 0.0 0.0 0.0
H 0.0 0.0 0.0
H 0.0 0.0 0.0
H -0.1 0.1 0.0
H 0.0 0.0 0.1
H 0.1 0.0 0.0
H 0.0 0.0 0.0
H 0.0 0.0 0.0
H 0.0 0.0 0.0
H 0.0 0.0 0.0
H 0.0 0.0 0.0
H 0.0 0.0 0.0
H -0.1 0.0 0.0
H 0.0 0.0 0.0
H 0.0 0.0 0.0
H 0.0 0.0 0.0
H 0.1 0.0 0.0

For the frontier orbital gap, the calculation gives 0.2486 Eh. The LUMO energy comes out at -3.4 eV. The total charge is +1.